Below is C45H47AsClFeN4O4S3 as an isolated structure in a non-equilibrium geometry, with properties calculated with ωB97M-V/def2-TZVPD.

Last column: Löwdin charge in e.
Positions of all 106 atoms, in Å:
C1 -2.795 5.067 1.399  -0.42
C2 0.687 1.186 -1.087  -0.09
C3 -1.137 -2.995 -4.483  -0.22
As1 -2.526 0.149 1.280  1.06
C4 -0.834 3.647 1.945  -0.43
S1 -1.843 4.762 2.791  1.06
C5 5.208 -1.474 -0.818  -0.07
H1 -0.706 2.911 -0.058  0.08
H2 -4.344 -3.610 -0.394  0.09
C6 4.023 0.397 0.295  -0.31
H3 -3.819 0.987 3.270  0.04
H4 -2.907 -1.934 -5.052  0.08
H5 -1.514 -3.041 -6.582  0.11
H6 -2.711 -2.377 1.304  -0.03
C7 -2.953 0.539 -0.553  -0.17
N1 -0.422 -0.746 -2.325  0.14
C8 -0.801 -3.288 -5.804  -0.05
C9 -0.206 -3.310 -3.487  -0.22
C10 0.110 1.270 -3.445  -0.21
H7 -2.568 1.536 -0.763  0.03
S2 1.494 2.184 5.014  1.07
C11 1.395 5.194 3.742  -0.17
H8 5.328 1.991 0.940  0.12
S3 2.687 4.495 1.665  1.09
N2 -0.477 -3.068 -2.120  0.15
C12 -2.504 -2.440 -4.176  -0.04
C13 0.499 1.406 6.167  -0.41
C14 4.016 -0.881 -0.338  -0.13
Cl1 7.881 -1.543 -1.211  0.64
C15 0.166 2.461 3.945  -0.45
H9 2.224 -4.736 -5.381  0.10
H10 -3.188 -3.253 -3.921  0.08
C16 -3.345 -3.426 -0.789  -0.03
H11 -3.618 5.760 1.447  0.06
H12 0.610 -4.132 -7.175  0.10
H13 2.589 6.984 4.255  0.10
C17 -2.317 -3.715 0.273  -0.29
H14 -0.186 -3.791 -1.481  0.15
H15 -0.277 -1.059 -3.272  0.08
H16 -4.034 0.521 -0.681  0.05
H17 0.673 5.214 4.545  0.11
H18 -3.089 -1.639 2.874  0.06
C18 -3.718 1.320 2.239  -0.19
H19 1.790 4.069 -2.532  0.11
C19 -2.508 -4.829 1.092  -0.05
H20 -3.294 -2.391 -1.132  0.06
H21 -4.688 1.257 1.746  0.04
O1 -0.927 0.323 1.682  -0.49
H22 4.051 6.459 2.136  0.06
H23 -1.535 0.335 -4.503  0.08
H24 -3.357 -5.473 0.889  0.12
H25 -2.464 -0.182 -1.206  0.00
C20 -3.238 -1.561 1.797  -0.18
H26 1.698 -4.167 -3.036  0.11
H27 0.058 -0.201 -5.050  0.08
O2 2.970 0.974 0.701  -0.08
C21 1.290 -4.247 -5.139  -0.08
H28 -2.802 4.405 -0.651  0.10
H29 0.026 -4.427 3.281  0.10
C22 0.389 -3.909 -6.140  -0.08
H30 2.211 -1.110 3.054  0.07
C23 -0.622 -4.249 2.433  -0.07
C24 1.300 2.432 -1.238  -0.12
H31 -1.602 0.967 6.364  0.10
H32 0.400 -2.467 1.847  0.08
C25 1.403 4.238 2.769  -0.49
C26 0.117 0.576 -2.207  -0.17
C27 0.437 3.060 2.559  -0.57
C28 2.426 6.157 3.581  -0.18
C29 -0.643 -1.824 -1.494  -0.38
H33 5.167 -2.436 -1.315  0.11
C30 -0.406 -3.144 1.628  -0.01
Fe1 0.976 0.485 0.768  0.74
H34 -0.526 1.396 -5.486  0.08
H35 2.828 -2.549 -0.960  0.13
O3 1.061 2.161 1.728  -0.28
H36 -2.508 -1.735 -3.347  0.05
H37 -3.363 2.346 2.206  0.00
C31 6.394 -0.836 -0.641  -0.68
H38 0.920 1.034 7.086  0.06
O4 1.701 -1.234 0.027  -0.08
H39 0.691 3.024 -4.500  0.11
H40 -1.853 -5.985 2.773  0.10
C32 3.199 5.902 2.490  -0.42
C33 -1.230 3.535 0.648  -0.13
C34 0.700 2.516 -3.542  -0.06
C35 -2.355 4.349 0.331  -0.18
C36 -0.986 1.995 4.498  -0.14
N3 -0.958 -1.713 -0.251  0.10
N4 1.603 -0.350 2.774  0.07
C37 2.795 -1.578 -0.438  -0.14
H41 0.824 -0.278 3.421  0.04
C38 -0.508 0.663 -4.681  -0.04
C39 -0.803 1.387 5.771  -0.18
C40 5.301 1.021 0.461  0.02
C41 -1.221 -2.874 0.518  -0.31
H42 -4.302 -1.601 1.569  0.06
H43 -1.938 2.080 4.007  0.07
C42 6.437 0.417 0.013  -0.09
H44 7.397 0.897 0.150  0.11
C43 1.309 3.101 -2.447  -0.07
C44 -1.673 -5.114 2.156  -0.08
C45 0.993 -3.937 -3.825  -0.02
H45 -3.211 -4.068 -1.663  0.08
H46 1.776 2.872 -0.380  0.05
H47 2.134 0.514 2.857  0.02

Calculated values
- total charge = 0
- multiplicity = 2
- <S²> = 0.973
- calculated total energy (a.u.) = -7417.1461

Below is C45H47Br3F3LiN8O2 as an isolated structure in a non-equilibrium geometry, with properties calculated with ωB97M-V/def2-TZVPD.

Last column: Löwdin charge in e.
Positions of all 109 atoms, in Å:
C1 4.372 1.773 -3.943  -0.10
C2 -0.859 2.785 -2.530  -0.10
H1 0.026 -5.308 -0.248  0.02
H2 -2.480 4.439 -4.989  0.10
H3 3.871 3.471 -5.265  0.09
C3 -2.968 -0.807 0.923  -0.12
N1 -4.060 -1.054 0.117  -0.01
O1 1.039 0.109 -1.939  -0.33
H4 1.804 0.496 -0.018  0.13
C4 -1.377 1.519 -2.800  -0.21
H5 -2.249 1.801 3.320  0.12
H6 -6.526 0.016 -0.461  0.09
H7 -1.869 -5.770 2.429  0.00
H8 -2.979 3.121 -2.008  0.08
H9 -6.141 -1.440 0.372  0.08
H10 -2.032 -0.601 0.425  0.09
H11 5.995 0.691 0.076  0.09
H12 1.952 -1.497 -2.624  0.12
C5 2.607 2.295 2.230  -0.05
H13 3.432 -3.360 -1.949  0.13
H14 0.618 1.897 -3.231  0.06
N2 0.182 -2.339 -1.848  -0.03
H15 -1.119 4.858 -3.060  0.11
N3 -4.491 0.237 -0.960  0.04
Br1 0.556 -5.256 1.914  0.83
H16 2.544 -5.311 -0.636  0.11
F1 0.356 2.715 -0.663  0.15
C6 0.000 -2.680 1.597  -0.43
H17 2.470 -0.721 -1.497  0.03
H18 5.432 1.793 -4.150  0.09
H19 -0.352 0.810 2.274  0.05
H20 -7.136 2.337 -1.441  0.09
H21 -0.086 -2.947 2.651  -0.07
N4 4.368 -0.019 -0.909  0.10
C7 2.578 2.488 0.892  -0.10
C8 -1.160 -5.098 2.913  -1.22
C9 -0.522 -1.183 5.035  -0.13
C10 -5.226 -1.630 2.228  -0.07
N5 -2.136 1.191 -3.914  0.11
C11 -2.471 2.261 -4.739  -0.09
H22 2.190 0.421 -1.911  -0.08
C12 3.900 2.197 2.821  -0.03
N6 3.935 1.043 -2.857  0.07
C13 3.715 2.715 0.151  -0.13
H23 3.508 2.907 -0.892  0.11
H24 -1.330 -3.416 -0.798  0.13
H25 -0.474 -0.719 1.927  0.04
H26 -6.123 -1.888 2.770  0.10
C14 -1.781 0.947 3.786  -0.05
C15 1.553 -2.314 -2.043  -0.11
H27 1.297 -1.086 1.925  0.12
C16 0.522 -4.457 -0.692  -0.20
Li1 -0.389 -1.106 -1.690  0.51
C17 -2.237 0.332 5.005  -0.13
H28 1.615 2.591 0.415  0.07
H29 1.454 3.407 -4.691  0.10
F2 -0.072 1.735 1.248  0.12
H30 -0.185 -2.107 5.480  0.10
H31 2.244 -2.380 0.315  0.07
C18 -3.753 2.393 -1.816  -0.04
H32 -3.107 0.728 5.508  0.10
C19 3.103 -1.726 0.295  -0.07
C20 -2.152 3.599 -4.395  -0.07
Br2 -1.867 -3.237 2.874  1.02
C21 3.247 -0.810 -0.752  -0.15
C22 4.038 -1.705 1.342  -0.05
N7 -1.640 -0.698 5.613  0.08
C23 3.523 2.719 -4.572  -0.08
C24 -4.058 -1.430 2.959  -0.19
H33 -5.314 3.890 -2.043  0.10
C25 2.388 -3.362 -1.673  -0.05
H34 6.029 2.129 2.325  0.10
C26 -0.053 1.573 -0.102  -0.39
H35 4.039 2.059 3.883  0.09
H36 0.753 -1.272 3.198  0.08
H37 -1.902 -0.783 2.733  0.00
O2 0.373 -0.967 -0.033  -0.16
C27 -6.115 1.989 -1.381  -0.04
C28 -5.799 0.698 -0.877  -0.03
C29 1.687 1.830 -3.375  -0.06
C30 2.189 2.764 -4.230  -0.09
C31 5.073 -0.798 1.301  -0.08
H38 -0.339 2.972 -1.602  0.00
C32 -0.684 0.362 3.199  -0.16
C33 0.852 0.331 -0.524  -0.22
C34 2.573 1.069 -2.686  -0.18
C35 -5.178 -1.413 0.860  -0.14
H39 -1.082 0.648 -2.234  0.08
H40 -3.996 -1.626 4.020  0.08
C36 5.246 -0.086 0.130  -0.14
C37 -5.070 2.879 -1.755  -0.03
F3 -1.343 1.456 -0.544  0.02
H41 -3.063 2.051 -5.617  0.10
H42 4.005 -2.468 2.106  0.11
C38 1.919 -4.501 -0.981  -0.04
C39 -0.279 -3.345 -1.039  -0.11
C40 5.026 2.304 1.965  -0.14
C41 0.345 -1.218 1.410  -0.23
H43 5.882 -0.721 2.013  0.10
C42 -2.871 -0.984 2.302  -0.27
H44 1.707 2.182 2.817  0.10
N8 4.926 2.587 0.642  0.06
H45 -2.491 0.797 -1.223  0.06
Br3 -0.887 -5.698 4.782  0.55
C43 -1.331 3.828 -3.306  -0.08
H46 -1.013 -2.844 1.231  -0.02
H47 0.744 -3.284 1.077  -0.04
C44 -0.066 -0.835 3.750  -0.09
C45 -3.518 1.069 -1.418  -0.06

Calculated values
- energy relative to the best compared isomer or geometry (same formula, charge and spin) (kJ/mol) = 2687.8
- total charge = 0
- calculated total energy (a.u.) = -10359.4961

Below is C45H47Cl3InN10OP2S2 as an isolated structure, with properties calculated with ωB97M-V/def2-TZVPD.

Last column: Löwdin charge in e.
Positions of all 111 atoms, in Å:
H1 -5.387 -1.580 0.673  0.08
H2 6.328 1.089 2.254  0.11
P1 1.723 -0.472 -0.698  0.99
N1 -1.369 -2.530 -1.154  0.05
H3 4.470 -1.452 -1.516  0.09
H4 2.320 -0.295 5.405  0.11
C1 -0.496 1.583 5.368  -0.13
C2 -0.273 4.067 1.838  -0.07
S1 1.951 5.879 -2.793  0.81
H5 -1.882 3.496 -2.066  0.09
H6 -3.507 4.629 1.021  0.11
C3 -0.656 -3.126 -2.108  -0.13
H7 1.265 -6.633 2.764  0.11
Cl1 1.746 -1.359 2.843  0.77
C4 -2.530 4.164 1.025  -0.09
H8 0.922 2.448 1.106  0.10
H9 -2.808 -3.839 5.529  0.06
C5 2.473 -1.106 -2.255  -0.35
C6 -0.042 2.939 1.064  -0.10
H10 -2.496 -3.162 7.132  0.08
H11 -1.062 2.268 5.983  0.11
C7 1.401 0.149 5.049  -0.13
C8 -3.487 -1.809 -0.223  -0.26
H12 -3.943 -0.803 4.223  0.13
C9 -3.013 -2.994 6.187  -0.08
C10 3.195 0.064 0.224  -0.37
H13 0.517 4.455 2.469  0.11
N2 -3.154 -1.434 4.261  0.01
C11 5.455 0.802 1.683  -0.06
N3 0.712 -4.626 1.465  0.08
C12 4.009 -0.904 0.813  -0.19
H14 2.516 -3.394 -0.835  0.09
C13 -2.167 0.586 -4.581  -0.07
In1 -0.526 -1.677 0.904  0.46
H15 2.521 1.575 -2.335  0.12
C14 0.895 -0.181 3.807  -0.53
H16 2.725 3.786 -3.520  0.08
H17 5.319 -2.346 -3.626  0.11
C15 -1.044 2.430 0.247  -0.37
N4 1.610 -5.512 1.208  -0.27
H18 1.883 3.614 -1.071  0.10
C16 -1.510 4.695 1.804  -0.09
H19 -4.337 -2.480 -2.711  0.12
Cl2 1.308 1.506 7.385  0.68
C17 3.799 -1.526 -2.361  -0.08
C18 1.665 -1.170 -3.391  -0.12
H20 1.514 -1.675 -5.465  0.11
H21 3.856 -2.472 -5.615  0.11
N5 2.472 -5.202 0.269  0.16
H22 0.391 -3.279 -1.895  0.08
H23 -0.015 5.801 -1.360  0.02
C19 -3.288 -2.679 -2.557  0.00
H24 3.757 -1.956 0.728  0.08
H25 -2.999 -3.581 -4.476  0.12
H26 0.193 7.345 -2.198  0.03
C20 4.646 1.773 1.115  -0.05
H27 -5.445 -2.393 -0.900  0.08
H28 -2.769 -0.845 6.189  0.12
H29 2.544 -7.118 1.771  0.11
C21 -1.191 -3.529 -3.317  -0.04
N6 0.896 0.924 -1.178  -0.44
C22 -2.304 3.026 0.268  -0.13
H30 1.037 4.009 -3.973  0.08
H31 0.981 1.584 -3.177  0.11
H32 -1.372 -0.643 -3.032  0.06
N7 0.979 -3.620 0.645  -0.05
H33 4.886 2.821 1.234  0.11
C23 -4.962 -1.603 -0.327  -0.01
H34 -2.966 2.049 -5.934  0.11
N8 -2.827 -1.694 0.870  -0.08
H35 -5.184 -0.649 -0.812  0.10
C24 -1.549 1.388 -2.376  -0.33
H36 -1.686 5.581 2.398  0.11
C25 -2.571 1.862 -4.944  -0.07
H37 -0.442 5.955 -3.088  0.03
P2 -0.783 0.939 -0.764  1.05
H38 0.651 -0.801 -3.346  0.07
C26 5.136 -0.542 1.530  -0.07
C27 1.752 4.121 -3.153  -0.51
O1 -0.751 0.080 2.071  -0.28
C28 -0.973 1.228 4.121  -0.56
C29 -2.688 -2.323 -1.352  -0.21
H39 2.903 2.172 -0.054  0.07
C30 0.255 6.265 -2.309  -0.41
C31 1.309 3.305 -1.946  -0.27
C32 1.462 1.818 -2.221  -0.24
H40 0.268 3.531 -1.727  0.07
H41 5.758 -1.304 1.979  0.11
C33 3.521 1.405 0.386  -0.07
N9 -3.434 -1.407 2.026  0.03
H42 -0.564 -4.013 -4.053  0.12
H43 -1.452 -1.711 5.413  0.09
C34 -2.537 -3.290 -3.542  -0.03
C35 -1.671 0.358 -3.307  -0.12
C36 -2.533 -1.698 5.552  -0.27
S2 -1.345 -2.914 2.975  0.70
H44 -2.783 3.897 -4.300  0.11
H45 -3.115 2.610 -0.320  0.11
C37 -2.714 -1.832 3.068  -0.74
C38 3.469 -2.095 -4.679  -0.07
N10 1.602 -6.748 1.816  0.16
C39 0.699 1.051 5.825  -0.68
C40 2.154 -1.654 -4.592  -0.06
Cl3 -2.506 1.854 3.611  0.78
C41 -2.468 2.898 -4.027  -0.06
H46 -2.246 -0.233 -5.284  0.11
C42 -0.282 0.357 3.258  -0.48
C43 -1.960 2.666 -2.756  -0.09
C44 4.287 -2.026 -3.563  -0.06
H47 -4.084 -2.962 6.384  0.08
C45 2.046 -3.992 -0.071  -0.20

Calculated values
- energy relative to the best compared isomer or geometry (same formula, charge and spin) (kJ/mol) = 40.5
- total charge = +1
- calculated total energy (a.u.) = -5415.4423

Below is C45H47IrN11O2P2S as an isolated structure in a non-equilibrium geometry, with properties calculated with ωB97M-V/def2-TZVPD.

Last column: Löwdin charge in e.
Positions of all 109 atoms, in Å:
C1 2.673 -1.507 -1.325  -0.12
H1 3.482 -3.070 3.631  0.13
C2 -1.045 3.209 -4.129  -0.03
H2 1.083 2.554 2.562  0.12
C3 1.505 -1.940 -3.381  -0.10
H3 -4.477 3.277 0.990  0.11
H4 -0.747 -6.729 -2.652  0.12
C4 -3.799 -0.695 -4.494  -0.06
N1 0.595 1.016 -0.590  0.01
H5 -6.277 -3.461 -3.397  0.12
C5 -3.297 -2.122 3.958  -0.26
O1 6.235 3.582 2.867  -0.02
C6 1.310 3.066 4.634  0.01
C7 -0.048 1.269 3.881  -0.16
O2 4.228 1.571 0.522  0.05
H6 2.672 -1.436 -0.248  0.08
H7 5.784 1.122 3.230  0.16
C8 -2.252 3.185 -3.440  -0.06
H8 1.133 -2.734 2.906  0.12
H9 -1.753 -0.453 5.981  0.20
C9 0.680 2.309 -0.593  -0.50
P1 -0.047 -2.066 -1.019  0.90
H10 -0.238 4.095 -0.282  0.14
H11 2.671 2.451 -1.053  0.11
C10 -5.574 -2.703 -3.704  -0.04
C11 -2.638 2.049 -2.755  -0.11
H12 6.950 4.232 2.871  0.12
C12 -0.587 0.955 -3.420  -0.08
H13 1.375 3.386 6.752  0.15
H14 -3.110 0.072 -4.811  0.11
N2 -1.301 -0.040 5.177  0.23
S1 -4.060 -3.180 2.860  1.19
H15 0.058 0.090 -3.418  0.08
C13 -1.602 2.711 0.304  -0.43
C14 -3.013 -2.605 1.630  -0.40
H16 -0.198 1.558 7.301  0.14
C15 -0.411 1.006 5.226  -0.12
C16 0.961 2.781 5.960  0.05
C17 3.735 -0.055 2.131  -0.08
H17 2.074 0.893 1.217  0.08
C18 0.068 -3.889 -1.014  -0.35
C19 3.865 -1.465 -3.406  -0.03
N3 -1.881 1.449 0.488  0.00
C20 -4.702 -1.231 -5.394  -0.03
C21 -0.559 -4.731 -1.930  -0.08
H18 -1.532 5.631 0.719  0.11
C22 2.397 0.023 1.764  -0.15
H19 -2.804 1.299 0.880  0.05
H20 1.992 -6.175 0.584  0.12
C23 -0.222 2.092 -4.118  -0.04
H21 -3.611 -2.071 4.982  0.10
C24 6.439 2.598 1.908  -0.24
H22 -3.716 4.425 2.092  0.11
H23 -3.060 -2.978 0.624  0.08
H24 5.191 -1.341 3.077  0.14
H25 4.788 -1.346 -3.952  0.12
P2 -2.499 -0.585 -2.027  1.10
C25 0.645 -6.608 -1.025  -0.03
N4 -0.394 3.096 -0.248  0.18
C26 4.573 1.067 1.581  -0.43
C27 1.486 -1.785 -1.997  -0.37
N5 -2.164 -1.693 2.005  -0.08
N6 -0.710 0.381 3.078  0.09
C28 1.272 -5.772 -0.110  -0.04
C29 -3.553 3.512 1.521  -0.02
H26 4.769 -1.139 -1.490  0.12
C30 -1.450 -0.380 3.880  -0.20
H27 6.103 2.915 0.905  0.13
H28 0.605 -2.200 -3.919  0.11
C31 1.891 -1.993 2.690  -0.13
C32 0.987 -4.422 -0.105  -0.10
C33 -2.305 -1.403 3.338  -0.30
H29 0.702 2.094 -4.675  0.12
C34 4.155 -1.196 2.808  0.04
C35 3.856 -1.348 -2.025  -0.04
H30 -2.896 4.050 -3.454  0.12
C36 -1.817 0.921 -2.773  -0.39
H31 2.692 -1.871 -5.152  0.12
C37 -3.758 -1.205 -3.194  -0.35
Ir1 -0.555 -0.369 0.854  1.07
C38 3.205 -2.168 3.105  0.00
H32 -3.206 5.592 0.158  0.11
H33 0.865 -7.664 -1.036  0.13
H34 -1.591 -2.589 -2.688  0.05
N7 5.646 1.453 2.285  0.12
H35 -3.593 2.016 -2.247  0.12
H36 -1.939 5.058 -0.926  0.09
H37 1.875 3.963 -0.922  0.13
H38 -0.761 4.092 -4.682  0.13
C39 0.090 1.754 6.281  0.07
C40 2.688 -1.759 -4.079  -0.04
N8 1.802 2.958 -0.936  0.22
N9 1.500 -0.917 2.010  -0.05
H39 -3.334 2.718 2.234  0.08
H40 1.982 3.889 4.441  0.14
C41 0.818 2.324 3.582  0.04
C42 -5.603 -2.210 -5.003  -0.01
H41 -4.697 -0.876 -6.414  0.13
C43 -4.661 -2.194 -2.797  -0.09
H42 -6.344 -2.572 -5.700  0.13
H43 -1.266 -4.366 -2.664  0.09
H44 1.487 -3.762 0.592  0.08
C44 -0.268 -6.085 -1.931  -0.04
H45 -4.664 -2.552 -1.775  0.10
N10 -1.290 -1.766 -2.168  -0.34
H46 7.497 2.300 1.843  0.15
C45 -2.252 5.068 0.118  -0.02
H47 1.433 0.571 -0.953  0.05
N11 -2.436 3.717 0.619  -0.13

Calculated values
- energy relative to the best compared isomer or geometry (same formula, charge and spin) (kJ/mol) = 96.0
- total charge = +4
- multiplicity = 6
- <S²> = 8.792
- calculated total energy (a.u.) = -3679.7110